[1]
49
Properties=species:S:1:pos:R:3:forces:R:3 method="wB97M-V/def2-TZVPD" fmax_ev_per_a=1.98 de_lowest_ev=0.058 homo_ev=-5.1 total_charge=-1
O -7.0159 -0.5266 3.4224 -0.1559 -0.1358 0.4474
O -1.8748 2.6857 1.0452 -0.6808 -0.4754 0.0196
O 3.8105 2.2648 0.8185 -0.5946 -1.4501 -1.1619
O -3.9137 -2.9535 0.7569 -0.0609 0.3997 0.2597
O -0.3284 1.6365 -0.1329 0.4237 -0.7593 -0.5438
O 2.2756 1.2597 -0.5628 1.7766 -0.1760 0.8661
O 3.3750 -1.0484 -0.4023 0.0165 0.5430 -0.2271
C -6.3747 -0.1391 2.4573 -1.1050 0.6058 0.4474
C -1.4911 1.7399 0.3256 0.4691 1.3614 0.5458
C 3.4405 1.3079 0.1459 -0.1238 1.3240 0.8816
C -4.1988 -1.9751 0.0718 -0.1598 -0.5517 1.3323
C 7.9810 0.0835 -2.1357 -0.2470 0.0417 0.1308
C 7.0249 -0.8948 -2.4142 -0.0604 0.4392 0.4550
C 7.7213 1.0447 -1.1555 -0.4360 -0.3546 -0.0649
C 5.8175 -0.9143 -1.7096 0.0155 0.2072 0.2089
C 6.5107 1.0247 -0.4526 0.0317 -0.2895 -0.1675
C 5.5355 0.0433 -0.7131 0.5812 0.1653 -0.5950
N -4.1779 -2.1006 -1.2606 -0.3013 0.5265 -1.2350
N -5.4240 -0.9036 1.9286 1.1419 -0.9259 -1.3104
C -6.6897 1.2114 1.8460 0.3056 -0.1980 0.0922
C -4.5460 -1.1106 -2.2727 0.2975 -0.0300 0.3341
C 4.6109 -0.4767 1.5376 -0.0397 0.4690 0.3810
C -2.5292 0.6702 -0.0557 -0.2087 -0.4326 0.3950
C 4.2500 -0.0260 0.1176 -1.0006 -0.8705 -0.5674
C -3.3444 0.1716 1.1512 0.2637 0.0513 -0.6386
C -4.5906 -0.6410 0.7448 0.2008 0.2145 0.3131
H 1.5936 1.8827 -0.2159 -0.4587 -0.1356 -0.1195
H 2.5639 -0.5962 -0.7245 0.5853 -0.2922 0.2559
H 8.9203 0.0994 -2.6796 -0.0770 0.0046 0.0496
H 7.2173 -1.6464 -3.1733 -0.0353 0.0686 0.0758
H 8.4574 1.8113 -0.9338 -0.0816 -0.0755 -0.0198
H 5.1028 -1.6993 -1.9370 -0.0563 0.2411 0.1685
H 6.3327 1.7756 0.3127 -0.0925 -0.0960 -0.1131
H -3.8698 -3.0055 -1.5812 0.0158 0.0422 0.1489
H -5.2554 -1.7822 2.3974 0.0188 -0.0408 -0.0063
H -7.0163 1.0836 0.8175 0.0397 0.1440 -0.1956
H -5.8032 1.8416 1.8836 0.0347 0.1320 -0.2297
H -7.4834 1.6793 2.4250 0.0562 -0.1573 -0.0209
H -3.7750 -0.3427 -2.3458 -0.1344 0.0686 -0.0864
H -5.5033 -0.6472 -2.0291 0.0459 0.0015 -0.0839
H -4.6335 -1.5978 -3.2446 -0.0269 -0.0664 0.1639
H 3.7032 -0.5945 2.1375 0.0876 0.0359 -0.1427
H 5.1366 -1.4356 1.5093 -0.1094 0.1348 -0.2060
H 5.2541 0.2586 2.0294 -0.0663 -0.0626 -0.0935
H -3.2189 1.1178 -0.7748 0.0209 0.1615 -0.0829
H -2.0389 -0.1808 -0.5340 0.0957 0.0910 -0.1035
H -3.6750 1.0299 1.7348 0.0417 0.0445 -0.0199
H -2.7022 -0.4383 1.7882 -0.0949 -0.0811 0.1080
H -5.1616 -0.0472 0.0367 -0.1585 0.1380 -0.0454


[2]
100
Properties=species:S:1:pos:R:3:forces:R:3 method="wB97M-V/def2-TZVPD" spin_multiplicity=6 fmax_ev_per_a=1.19 de_lowest_ev=0.000 s2=8.777 homo_ev="-8.3 / -10.8" total_charge=+1
Ru -0.5639 1.0298 -1.5482 -0.4269 1.0538 -0.3478
C -2.5682 -1.2622 -4.8380 -0.0774 -0.0425 -0.0029
C -1.6015 -0.5059 -3.9849 0.2256 0.1139 -0.0935
N -1.9875 0.4258 -3.0779 -0.2343 -0.3850 0.1305
N -3.1439 1.1381 -3.3321 -0.0988 0.1381 -0.0709
C -3.1595 2.4458 -3.0917 -0.0105 -0.1962 -0.0561
N -4.3148 3.1189 -3.3128 0.0857 0.0426 -0.0129
S -1.7851 3.2348 -2.4885 0.0198 0.0421 -0.1758
C -0.1972 -0.6685 -4.0874 -0.0968 -0.0696 -0.0198
C 0.4206 -1.6486 -4.9015 0.0181 0.1031 0.0692
C 1.7849 -1.6909 -4.9973 0.0655 0.0344 0.0251
C 2.5603 -0.7709 -4.2758 -0.0741 -0.0233 -0.1609
C 1.9032 0.1284 -3.4704 -0.0232 0.1689 0.0041
N 0.5741 0.2028 -3.3611 0.0880 -0.1884 0.1382
H -3.5776 -1.2400 -4.4224 0.0238 -0.0031 0.0016
H -2.2963 -2.3161 -4.8980 0.0274 -0.0038 -0.0068
H -2.6120 -0.8824 -5.8621 -0.0027 0.0350 -0.0106
H -3.9329 0.6718 -3.7709 0.1356 0.0974 0.1874
H -5.0226 2.7249 -3.9112 -0.0306 -0.0274 -0.0099
H -4.2478 4.1231 -3.3084 -0.0077 -0.0282 0.0256
H -0.1842 -2.3498 -5.4524 -0.0704 -0.0507 -0.0554
H 2.2596 -2.4297 -5.6288 0.0164 -0.0083 -0.0083
H 3.6373 -0.7639 -4.3352 0.0272 -0.0054 -0.0065
H 2.4645 0.8423 -2.8762 -0.0053 -0.0348 0.0102
C -3.9830 2.1059 1.2829 -0.0531 0.0304 -0.0122
Ge -2.3995 0.9817 1.3753 0.0172 0.0563 -0.0214
C -2.7493 -0.6122 0.3059 0.0011 -0.0298 -0.2789
C -2.0309 0.4651 3.2115 -0.0674 0.0827 0.0288
C -0.7603 1.8170 0.5934 0.0561 -0.4373 -0.0753
H -4.8274 1.5078 1.6224 -0.0697 -0.0832 0.0025
H -4.1760 2.4253 0.2588 -0.0304 0.0171 -0.0152
H -3.9096 2.9865 1.9176 -0.0716 -0.1035 0.0221
H -3.7561 -0.9674 0.5305 -0.0086 -0.0275 0.0643
H -2.0403 -1.4043 0.5387 0.0428 -0.0642 -0.0116
H -2.7107 -0.4229 -0.7763 -0.0031 -0.0188 0.1908
H -2.8044 -0.2088 3.5761 -0.0436 -0.0329 0.0296
H -1.9920 1.3354 3.8641 0.0048 0.0560 0.0343
H -1.0731 -0.0403 3.2670 0.1970 -0.1262 0.0350
H 0.0782 1.2414 1.0120 -0.0266 -0.1870 -0.0409
C -5.0209 6.7976 2.6205 -0.0142 0.0264 0.0074
C -3.8509 5.9381 2.2441 -0.0294 0.0154 -0.0840
C -3.6578 5.5268 0.9275 0.0593 0.0221 0.0045
C -2.5906 4.7210 0.5737 0.1095 0.1266 0.0331
C -1.6997 4.3250 1.5597 0.1223 0.2544 0.1010
C -1.8551 4.7300 2.8811 -0.1506 -0.0259 -0.1473
C -2.9371 5.5290 3.2100 0.0649 -0.0800 0.0396
S -0.2958 3.3064 1.2331 -0.0990 0.1171 0.2780
C 0.6431 4.2051 0.0298 0.0649 -0.0296 -0.0838
O 0.4945 3.2097 2.4487 0.0288 -0.0187 -0.1316
H -5.5415 7.1691 1.7409 -0.0108 0.0127 -0.0267
H -4.6995 7.6514 3.2158 0.0021 0.0199 0.0170
H -5.7347 6.2323 3.2199 -0.0218 -0.0257 0.0292
H -4.3614 5.8373 0.1675 -0.0370 0.0222 -0.0530
H -2.4729 4.3901 -0.4491 0.0067 0.0249 0.0124
H -1.1445 4.4155 3.6276 0.1031 -0.0192 0.0835
H -3.0693 5.8436 4.2361 -0.0012 0.0212 0.0565
H 1.2564 4.9105 0.5845 0.0069 0.0748 -0.0146
H -0.0316 4.7192 -0.6487 -0.0369 -0.0241 -0.0957
H 1.2548 3.4826 -0.5133 0.0075 0.0759 0.0931
C 2.8578 -3.9072 -1.6961 0.0199 0.0160 -0.0050
C 3.5831 -3.0495 -0.6514 0.0736 -0.0354 0.0848
C 4.1936 -1.8645 -1.4151 -0.0426 0.0152 0.0669
C 4.7356 -3.8786 -0.0541 -0.0078 -0.0063 -0.1278
Si 2.3920 -2.5160 0.7475 -0.1623 0.0729 -0.1477
Br 1.0219 -0.9549 -0.3367 0.4024 -0.4207 0.3709
C 1.1220 -3.8442 1.2877 0.0777 -0.0534 0.0158
C 0.0804 -4.1789 0.2076 0.0303 0.0104 0.0537
C 1.8676 -5.1431 1.6492 -0.1274 0.0081 0.0219
C 0.3229 -3.3867 2.5156 -0.0134 -0.0048 -0.0218
C 3.2270 -1.5632 2.1802 0.1052 -0.1365 -0.0013
C 2.2699 -0.6672 2.9663 -0.0716 0.0871 0.0026
C 3.8400 -2.5800 3.1636 0.0578 0.0980 -0.0311
C 4.3521 -0.6509 1.6739 -0.0263 -0.0204 0.0115
H 3.5526 -4.1164 -2.5132 0.0331 -0.0259 -0.0425
H 1.9963 -3.3942 -2.1242 -0.0644 0.0523 -0.0250
H 2.5319 -4.8649 -1.3008 -0.0479 -0.0995 0.0639
H 4.8064 -2.2652 -2.2271 0.0346 -0.0139 -0.0368
H 4.8373 -1.2416 -0.8026 0.0293 0.0319 0.0578
H 3.4272 -1.2355 -1.8647 0.0313 -0.0471 0.0654
H 5.3727 -4.2305 -0.8697 0.0241 -0.0201 -0.0300
H 4.3939 -4.7574 0.4892 -0.0537 -0.0631 0.0448
H 5.3650 -3.2938 0.6117 0.0565 0.0793 0.0622
H 0.5125 -4.5515 -0.7141 0.0736 -0.0204 -0.1017
H -0.5448 -3.3217 -0.0351 -0.0268 0.0632 -0.0084
H -0.5718 -4.9617 0.6023 -0.0372 -0.0415 0.0077
H 2.3264 -5.6090 0.7811 0.0472 -0.0343 -0.1100
H 1.1480 -5.8589 2.0548 -0.0244 -0.0321 0.0163
H 2.6391 -5.0005 2.4029 0.0703 0.0410 0.0700
H -0.2011 -2.4469 2.3353 -0.0233 0.0712 -0.0263
H 0.9329 -3.2740 3.4074 0.0856 0.0102 0.0696
H -0.4336 -4.1437 2.7362 -0.0332 -0.0341 0.0225
H 1.4417 -1.2080 3.4084 -0.1378 -0.0487 0.0523
H 1.8715 0.1373 2.3517 -0.0842 0.0819 -0.0926
H 2.8268 -0.1970 3.7805 0.0184 0.0070 0.0482
H 3.0875 -3.1779 3.6686 -0.1243 -0.0627 0.0565
H 4.3861 -2.0321 3.9352 0.0275 0.0293 0.0362
H 4.5472 -3.2582 2.6901 0.0538 -0.0576 -0.0590
H 4.0001 0.0552 0.9223 -0.0404 0.0550 -0.0592
H 5.1906 -1.2049 1.2621 0.0732 -0.0638 -0.0448
H 4.7314 -0.0699 2.5173 0.0290 0.0271 0.0450


[3]
18
Properties=species:S:1:pos:R:3:forces:R:3 method="wB97M-V/def2-TZVPD" fmax_ev_per_a=3.46 de_lowest_ev=2.928 homo_ev="-8.4 / -6.8"
C 3.2811 -0.3311 0.6150 -2.2841 -1.3113 -0.6324
C 2.3978 -1.3919 0.6348 0.1091 1.0887 -0.2648
C 2.8522 0.6194 -0.2213 1.3960 2.8516 -1.3685
C 1.2864 -1.2354 -0.2212 -0.1852 -0.6989 0.2614
C -2.0328 0.0010 -1.4972 0.7325 -2.6663 -1.5356
C -1.3348 0.1319 1.2714 1.9408 1.6238 0.3186
O 0.2831 -1.9428 -0.2896 -0.3168 -0.4772 -0.6791
P -2.1947 -0.8868 0.0833 -1.2561 -1.4088 0.0648
S 1.5473 0.2060 -1.1982 -0.6158 0.8977 -0.5438
H 4.0878 -0.1858 1.2014 2.4970 0.1697 1.9295
H 2.4489 -2.1631 1.3046 0.0374 -2.0043 1.4224
H 3.3867 1.5852 -0.2848 -0.6326 -0.6069 -0.3682
H -1.0160 -0.4473 -1.7053 -0.6150 0.8614 -0.3681
H -1.9505 1.0323 -1.3595 0.0980 1.7343 -0.1687
H -2.6571 -0.3256 -2.4256 0.6983 0.6091 2.1127
H -1.7149 1.2375 1.2820 0.9716 -1.9757 0.3107
H -0.1906 0.0468 1.1256 -1.4431 0.9287 -0.4873
H -1.2805 -0.3717 2.2478 -1.1321 0.3843 -0.0036


[4]
13
Properties=species:S:1:pos:R:3:forces:R:3 method="wB97M-V/def2-TZVPD" fmax_ev_per_a=5.00 de_lowest_ev=3.234 smiles="CC1C=C1.SCl" homo_ev=-9.2
C -0.8068 1.0702 -0.9690 -0.8619 -2.4052 1.1933
C 0.1652 0.1770 -0.1436 0.1809 0.7255 -0.6574
C -0.0629 -1.0408 0.7244 -0.4288 4.9560 0.4622
C 0.0452 0.1221 1.3657 1.0123 -2.3497 -2.0181
H -1.2850 1.8105 -0.3815 -0.2458 0.8842 0.8578
H -1.6462 0.5100 -1.3921 0.2501 -0.0896 -0.3523
H -0.2271 1.5357 -1.7022 0.6045 0.7403 -1.3793
H 1.1008 0.2008 -0.7440 0.0860 -0.0583 1.2102
H -0.3199 -2.0237 0.6544 -0.7192 -2.3920 0.1472
H 0.1824 0.6854 2.2597 -0.1198 0.0763 0.4174
S 2.4620 -2.8648 2.2122 -0.7679 -0.5566 -0.7840
Cl 3.3246 -1.2201 2.9097 0.3630 0.8200 0.3148
H 1.6002 -2.2318 1.3429 0.6467 -0.3508 0.5882


[5]
22
Properties=species:S:1:pos:R:3:forces:R:3 method="wB97M-V/def2-TZVPD" fmax_ev_per_a=5.97 de_lowest_ev=3.026 homo_ev=-13.7 total_charge=+1
C 3.0292 0.3880 -0.2480 4.1771 -2.8715 0.7313
C 2.3041 1.5019 -0.2539 -0.3362 2.8542 -0.6674
C 2.4603 -0.8643 -0.0105 0.2452 -2.1861 -0.4156
C 0.9237 1.5690 -0.1866 -1.9434 -0.5263 -0.1233
C 1.0992 -0.7993 0.0983 -2.4641 -1.5496 0.3658
C 0.3224 0.3323 0.0075 0.0269 1.6153 -0.2762
C -2.3315 0.6378 -0.0843 -1.0778 -0.2135 2.0524
C -0.1016 -1.7746 0.3528 1.9391 -0.8820 -0.0944
C -1.1197 -0.2241 0.2124 0.3460 2.0198 -1.5914
N -3.0272 1.0125 1.0237 -1.9225 4.1438 -3.8452
N -1.1157 -1.3883 -0.7663 2.8645 0.0953 0.8543
O -2.6116 0.8410 -1.2370 0.3927 0.3200 -0.0880
O -0.9336 -1.1089 1.2888 -0.4540 -0.1770 -0.0277
H 4.1921 0.4501 -0.3149 -2.3569 -0.0276 -0.0134
H 2.9055 2.3741 -0.4057 -0.2209 0.7736 -0.0248
H 2.9868 -1.9024 0.0067 -0.6964 2.3076 0.0322
H 0.2838 2.4540 -0.3488 0.8684 -0.2747 0.2729
H 0.1105 -2.7938 0.5495 -0.2574 -1.0376 0.0916
H -2.9636 0.6538 1.8960 0.8850 -1.5096 3.0502
H -3.6922 1.8696 0.9583 1.4635 -2.3630 -0.1693
H -0.7916 -1.3135 -1.7081 0.7776 0.7819 -0.7674
H -1.9294 -1.9150 -0.8298 -2.2562 -1.2930 0.6536


[6]
15
Properties=species:S:1:pos:R:3:forces:R:3 method="wB97M-V/def2-TZVPD" fmax_ev_per_a=0.72 de_lowest_ev=4.127 homo_ev=-7.4
C -1.4049 -0.9202 0.4264 -0.0178 -0.0599 0.1184
N -0.5933 -0.0318 -0.4245 0.4172 0.3119 0.2600
C -0.8605 1.2682 -0.3844 -0.2785 -0.0670 -0.1942
C 0.4517 -0.5919 -1.0471 -0.2944 -0.2454 -0.2983
C 1.9320 0.4239 0.7657 0.3708 0.3914 0.4840
O 3.0871 0.0834 0.8176 -0.1442 -0.1231 -0.0966
H -2.1086 -1.4774 -0.1951 0.1187 0.1173 0.0201
H -1.9493 -0.3276 1.1615 0.0955 -0.0528 -0.1244
H -0.7430 -1.6185 0.9397 -0.0666 0.0827 -0.0705
H -1.6949 1.6150 0.2034 0.0315 -0.0940 -0.0793
H 1.5839 1.2842 0.1768 -0.0472 0.0533 -0.3915
H -0.3630 1.9198 -1.0914 0.0044 -0.1031 0.1622
H 0.9269 -0.0457 -1.8486 0.0340 0.0751 0.1754
H 0.5560 -1.6638 -0.9967 -0.0910 0.0337 0.0238
H 1.1801 0.0824 1.4966 -0.1325 -0.3200 0.0109


Repeat the fifth record exactly.
22
Properties=species:S:1:pos:R:3:forces:R:3 method="wB97M-V/def2-TZVPD" fmax_ev_per_a=5.97 de_lowest_ev=3.026 homo_ev=-13.7 total_charge=+1
C 3.0292 0.3880 -0.2480 4.1771 -2.8715 0.7313
C 2.3041 1.5019 -0.2539 -0.3362 2.8542 -0.6674
C 2.4603 -0.8643 -0.0105 0.2452 -2.1861 -0.4156
C 0.9237 1.5690 -0.1866 -1.9434 -0.5263 -0.1233
C 1.0992 -0.7993 0.0983 -2.4641 -1.5496 0.3658
C 0.3224 0.3323 0.0075 0.0269 1.6153 -0.2762
C -2.3315 0.6378 -0.0843 -1.0778 -0.2135 2.0524
C -0.1016 -1.7746 0.3528 1.9391 -0.8820 -0.0944
C -1.1197 -0.2241 0.2124 0.3460 2.0198 -1.5914
N -3.0272 1.0125 1.0237 -1.9225 4.1438 -3.8452
N -1.1157 -1.3883 -0.7663 2.8645 0.0953 0.8543
O -2.6116 0.8410 -1.2370 0.3927 0.3200 -0.0880
O -0.9336 -1.1089 1.2888 -0.4540 -0.1770 -0.0277
H 4.1921 0.4501 -0.3149 -2.3569 -0.0276 -0.0134
H 2.9055 2.3741 -0.4057 -0.2209 0.7736 -0.0248
H 2.9868 -1.9024 0.0067 -0.6964 2.3076 0.0322
H 0.2838 2.4540 -0.3488 0.8684 -0.2747 0.2729
H 0.1105 -2.7938 0.5495 -0.2574 -1.0376 0.0916
H -2.9636 0.6538 1.8960 0.8850 -1.5096 3.0502
H -3.6922 1.8696 0.9583 1.4635 -2.3630 -0.1693
H -0.7916 -1.3135 -1.7081 0.7776 0.7819 -0.7674
H -1.9294 -1.9150 -0.8298 -2.2562 -1.2930 0.6536